Record 1
DFT (ωB97M-V/def2-TZVPD) results for a 3-piece molecular cluster, C32H73OP2 overall at a distorted geometry.

- net charge = +1
- HOMO-LUMO gap (eV) = 6.00

Positions of all 108 atoms, in Å:
O  -1.134  -0.667  0.820
H  -1.351  -1.496  0.350
C  -0.569  -1.247  7.117
C  0.211  -0.010  6.731
C  1.616  -0.282  6.091
C  1.628  -1.246  4.868
P  3.069  -1.275  3.798
C  4.507  -1.537  5.011
C  5.776  -2.108  4.321
C  7.096  -1.695  4.940
C  8.244  -2.746  4.728
C  3.470  0.365  3.020
C  4.731  0.559  2.105
C  4.620  1.861  1.265
C  4.810  3.146  2.127
C  3.080  -2.670  2.586
C  2.952  -4.090  3.141
C  3.398  -5.184  2.146
C  4.911  -5.206  1.980
H  -1.100  -1.022  8.042
H  0.149  -2.034  7.344
H  -1.088  -1.762  6.308
H  0.500  0.687  7.517
H  -0.281  0.647  6.014
H  2.199  -0.751  6.883
H  2.052  0.674  5.800
H  0.739  -0.972  4.300
H  1.461  -2.306  5.061
H  4.260  -2.098  5.913
H  4.779  -0.572  5.437
H  5.877  -1.837  3.270
H  5.661  -3.182  4.177
H  7.013  -1.340  5.967
H  7.399  -0.803  4.393
H  8.419  -2.832  3.656
H  8.028  -3.707  5.194
H  9.149  -2.380  5.212
H  3.504  1.101  3.823
H  2.579  0.610  2.441
H  5.095  -0.265  1.492
H  5.483  0.702  2.881
H  3.713  1.772  0.668
H  5.399  1.868  0.503
H  5.741  3.170  2.693
H  3.919  3.153  2.754
H  4.832  4.116  1.630
H  3.982  -2.508  1.996
H  2.473  -2.335  1.746
H  1.903  -4.235  3.398
H  3.463  -4.037  4.103
H  2.942  -4.929  1.189
H  2.972  -6.176  2.296
H  5.228  -5.815  1.133
H  5.331  -5.657  2.880
H  5.447  -4.287  1.744
C  -7.040  -1.961  -1.210
C  -5.728  -2.072  -2.006
C  -5.317  -0.694  -2.614
C  -3.888  -0.545  -3.158
P  -3.204  1.126  -3.543
C  -1.402  1.156  -3.687
C  -0.762  -0.077  -4.293
C  0.723  -0.077  -4.024
C  1.469  0.999  -4.723
C  -3.877  1.406  -5.180
C  -3.544  2.705  -5.884
C  -4.357  3.012  -7.149
C  -5.871  3.158  -7.070
C  -3.804  2.375  -2.339
C  -5.196  3.018  -2.587
C  -5.035  4.495  -2.764
C  -6.308  5.147  -3.390
H  -7.027  -1.010  -0.676
H  -7.120  -2.813  -0.535
H  -7.881  -1.894  -1.900
H  -5.807  -2.786  -2.826
H  -4.895  -2.473  -1.428
H  -5.507  0.078  -1.868
H  -5.984  -0.233  -3.343
H  -3.840  -1.181  -4.042
H  -3.152  -0.976  -2.480
H  -0.999  1.242  -2.678
H  -1.000  2.098  -4.060
H  -1.013  -0.077  -5.354
H  -1.179  -0.997  -3.883
H  1.002  -1.014  -4.506
H  0.899  -0.059  -2.949
H  1.310  1.023  -5.801
H  2.550  0.865  -4.689
H  1.224  1.997  -4.359
H  -4.949  1.277  -5.328
H  -3.390  0.598  -5.727
H  -2.478  2.782  -6.098
H  -3.646  3.532  -5.182
H  -4.152  2.268  -7.919
H  -3.878  3.874  -7.613
H  -6.387  2.207  -6.944
H  -6.179  3.703  -7.963
H  -6.266  3.777  -6.264
H  -2.956  3.056  -2.271
H  -3.874  1.835  -1.395
H  -5.971  2.863  -1.837
H  -5.673  2.546  -3.446
H  -4.223  4.775  -3.435
H  -4.834  4.941  -1.790
H  -6.949  5.613  -2.641
H  -6.867  4.413  -3.970
H  -6.056  5.850  -4.183



Record 2
DFT (ωB97M-V/def2-TZVPD) results for BrO4S as an isolated structure.

- net charge = -1
- HOMO-LUMO gap (eV) = 8.62

Positions of all 6 atoms, in Å:
O  -1.508  0.238  -0.104
S  -0.184  -0.121  -0.555
O  0.598  0.956  -1.117
O  -0.055  -1.397  -1.224
O  0.632  -0.507  0.887
Br  0.518  0.830  2.113



In order of appearance, energy relative to the best compared isomer or geometry (same formula, charge and spin) = 91.9 0.0 kcal per mole.
In order of appearance, total energy = -54983.99470 -89068.65107 eV.
In order of appearance, HOMO level = -7.3 -5.5 eV.